Record 1
DFT (the ωB97M-V functional and the def2-TZVPD basis) results for a molecular structure, C22H45GaNO2 in a non-equilibrium geometry.

Each line ends with the Mulliken charge.
Cartesian coordinates (Å):
C  6.472  -1.174  2.438  -0.645
C  5.141  -0.927  2.472  -0.335
Ga  4.274  -0.053  0.830  -0.350
C  2.278  0.065  1.165  -0.772
C  1.676  -1.247  1.733  -0.720
C  0.318  -1.624  1.107  0.309
C  -0.705  -2.102  2.134  -0.806
C  -2.134  -2.288  1.609  -0.430
C  -2.301  -3.410  0.578  -0.949
C  -1.900  -3.081  -0.887  -0.010
C  -3.060  -3.188  -1.902  -1.041
C  -3.767  -1.882  -2.317  -0.751
C  -3.852  -0.781  -1.253  -0.968
C  -2.654  0.195  -1.236  0.053
C  -3.004  1.652  -1.606  -0.999
C  -2.966  2.598  -0.383  -0.680
C  -4.087  3.659  -0.368  -0.692
C  -4.619  3.920  1.044  -0.372
C  -5.599  5.109  1.064  -1.181
C  4.730  -1.272  -0.755  -0.593
O  4.281  -2.576  -0.446  -0.283
O  4.538  -3.457  -1.574  -0.425
C  5.168  1.794  0.573  -0.655
C  5.549  2.154  -0.815  0.956
C  4.531  1.952  -1.922  -1.368
N  6.716  2.606  -1.081  -0.916
H  7.178  -0.347  2.339  0.244
H  6.918  -2.174  2.453  0.214
H  4.510  -1.267  3.299  0.267
H  1.739  0.377  0.264  0.399
H  2.140  0.857  1.910  0.336
H  1.518  -1.107  2.807  0.288
H  2.377  -2.073  1.595  0.321
H  0.473  -2.369  0.321  0.181
H  -0.088  -0.731  0.620  -0.270
H  -0.757  -1.315  2.897  0.438
H  -0.373  -3.008  2.650  0.228
H  -2.747  -2.554  2.479  0.321
H  -2.505  -1.325  1.255  0.022
H  -3.323  -3.795  0.585  0.470
H  -1.660  -4.227  0.924  0.380
H  -1.368  -2.136  -0.956  0.033
H  -1.181  -3.850  -1.177  0.445
H  -2.642  -3.619  -2.817  0.327
H  -3.772  -3.927  -1.529  0.356
H  -4.798  -2.154  -2.569  0.338
H  -3.349  -1.478  -3.242  0.374
H  -4.746  -0.191  -1.478  0.595
H  -4.048  -1.228  -0.276  0.316
H  -1.905  -0.174  -1.941  0.604
H  -2.161  0.162  -0.263  -0.389
H  -3.973  1.699  -2.105  0.529
H  -2.227  1.997  -2.290  0.301
H  -3.001  2.027  0.547  0.456
H  -2.015  3.132  -0.405  0.295
H  -4.917  3.348  -1.006  0.396
H  -3.676  4.607  -0.727  0.238
H  -3.773  4.135  1.701  0.314
H  -5.119  3.021  1.410  0.307
H  -5.132  6.021  1.436  0.287
H  -5.950  5.309  0.049  0.340
H  -6.478  4.883  1.668  0.338
H  5.824  -1.273  -0.873  0.418
H  4.249  -0.938  -1.679  0.374
H  5.466  -3.703  -1.450  0.302
H  6.081  1.796  1.170  0.324
H  4.473  2.565  0.926  0.360
H  3.515  1.858  -1.539  0.222
H  4.590  2.779  -2.632  0.511
H  4.788  1.037  -2.458  0.246
H  6.794  2.781  -2.086  0.230

Calculated values
Total charge: -1
LUMO energy: 2.5 eV
Largest force on an atom: 2.06 eV/Å
Multiplicity: 1
E_HOMO: -3.59 eV

---

Record 2
DFT (the ωB97M-V functional and the def2-TZVPD basis) results for 6 unconnected molecules or ions with the total composition C22H45N8.

Each line ends with the Mulliken charge.
Cartesian coordinates (Å):
N  6.263  -1.976  -5.441  -0.558
C  5.499  -0.838  -4.935  -0.466
C  4.339  -0.534  -5.872  -0.577
N  3.284  -1.586  -5.788  0.047
N  2.451  -1.452  -4.608  -0.515
H  7.240  -1.914  -5.204  0.236
H  5.904  -2.864  -5.121  0.197
H  5.134  -0.992  -3.917  0.271
H  6.133  0.044  -4.956  0.428
H  4.729  -0.577  -6.890  0.359
H  3.891  0.440  -5.704  0.346
H  2.718  -1.543  -6.635  0.371
H  3.733  -2.506  -5.792  0.335
H  1.486  -1.461  -4.924  0.278
H  2.593  -2.335  -4.101  0.303
C  2.038  -2.956  0.033  -0.865
C  2.389  -4.439  -0.026  -0.010
C  3.487  -4.751  -1.052  -0.521
C  3.074  -4.377  -2.402  0.316
N  2.749  -4.090  -3.467  -0.644
H  1.632  -2.602  -0.918  0.274
H  1.276  -2.779  0.792  0.014
H  2.908  -2.344  0.279  0.364
H  1.494  -5.017  -0.260  0.055
H  2.738  -4.773  0.951  0.339
H  3.719  -5.816  -1.059  0.356
H  4.407  -4.208  -0.824  0.329
C  -2.537  -3.355  1.202  -0.811
C  -2.965  -3.666  -0.228  -0.490
C  -2.922  -5.164  -0.554  -0.561
C  -1.562  -5.689  -0.427  0.291
N  -0.482  -6.067  -0.328  -0.501
H  -1.503  -3.657  1.383  0.142
H  -2.608  -2.291  1.409  0.273
H  -3.175  -3.880  1.916  0.303
H  -2.328  -3.126  -0.931  0.292
H  -3.984  -3.310  -0.385  0.348
H  -3.259  -5.352  -1.574  0.302
H  -3.571  -5.722  0.121  0.298
C  1.166  -0.621  5.672  -1.136
C  0.723  -2.063  5.459  -0.601
C  0.316  -2.354  4.009  -0.313
C  -0.810  -1.514  3.598  0.417
N  -1.691  -0.825  3.324  -0.545
H  0.356  0.079  5.461  0.335
H  1.475  -0.465  6.704  0.345
H  2.010  -0.369  5.026  0.292
H  -0.115  -2.292  6.120  0.319
H  1.535  -2.741  5.728  0.345
H  0.023  -3.399  3.893  0.352
H  1.151  -2.162  3.334  0.182
C  -2.645  2.501  2.941  -0.793
C  -3.966  2.857  2.270  -0.531
C  -4.237  4.366  2.265  -0.006
C  -4.297  4.902  3.626  0.315
N  -4.343  5.310  4.698  -0.480
H  -2.647  2.796  3.991  0.378
H  -2.469  1.427  2.902  0.076
H  -1.809  3.005  2.449  0.274
H  -4.784  2.343  2.779  0.316
H  -3.962  2.505  1.236  0.319
H  -5.186  4.587  1.772  0.317
H  -3.443  4.891  1.730  -0.160
C  -1.836  8.434  -1.636  -1.137
C  -3.083  8.273  -0.774  -0.386
C  -2.761  8.120  0.717  -0.404
C  -1.941  6.935  0.971  0.255
N  -1.309  5.997  1.169  -0.464
H  -1.195  7.554  -1.574  0.340
H  -2.110  8.572  -2.682  0.334
H  -1.252  9.302  -1.324  0.300
H  -3.653  7.405  -1.110  0.277
H  -3.727  9.144  -0.897  0.313
H  -3.676  8.027  1.303  0.285
H  -2.220  8.993  1.085  0.321

Calculated values
Total charge: +1
LUMO energy: -2.8 eV
Largest force on an atom: 0.81 eV/Å
Multiplicity: 1
E_HOMO: -12.25 eV

---

Record 3
DFT (the ωB97M-V functional and the def2-TZVPD basis) results for a molecular structure, C22H45NO14S7 in a non-equilibrium geometry.

Each line ends with the Mulliken charge.
Cartesian coordinates (Å):
N  -2.084  2.476  1.348  0.026
C  -1.799  3.621  0.563  -0.140
O  -2.462  4.860  1.011  -0.364
S  -1.391  5.563  1.915  1.119
O  -1.097  4.765  3.025  -0.491
O  -1.694  6.890  2.141  -0.646
O  -0.195  5.362  0.878  -0.353
C  -0.299  3.998  0.440  -0.145
S  0.869  2.856  1.188  -0.113
H  -1.471  2.485  2.161  0.037
H  -3.026  2.576  1.717  0.211
H  -2.172  3.434  -0.434  0.376
H  -0.082  3.980  -0.616  0.398
H  1.075  3.413  2.382  0.188
C  4.255  -1.452  0.905  0.025
C  2.769  -1.528  0.521  -0.730
C  1.954  -1.362  1.806  -0.243
S  2.954  -0.366  2.907  1.077
O  3.310  -1.149  4.064  -0.709
O  2.310  0.917  3.042  -0.582
C  4.374  -0.238  1.827  -0.846
H  4.893  -1.350  0.030  -0.321
H  4.551  -2.359  1.437  0.410
H  2.530  -0.722  -0.175  0.269
H  2.517  -2.465  0.029  0.385
H  1.012  -0.843  1.635  0.014
H  1.767  -2.315  2.296  0.402
H  5.281  -0.221  2.426  0.493
H  4.276  0.690  1.265  0.357
C  7.503  -2.441  -4.246  -0.601
C  8.812  -1.880  -3.674  -0.584
C  8.457  -1.097  -2.402  -0.730
S  6.966  -1.859  -1.747  1.303
O  5.894  -0.899  -1.830  -0.705
O  7.268  -2.542  -0.516  -0.724
C  6.758  -3.053  -3.063  -0.756
H  7.684  -3.180  -5.025  0.355
H  6.911  -1.633  -4.680  0.302
H  9.484  -2.703  -3.425  0.294
H  9.327  -1.244  -4.392  0.319
H  9.237  -1.153  -1.648  0.364
H  8.225  -0.056  -2.618  0.364
H  5.697  -3.206  -3.245  0.390
H  7.222  -3.983  -2.737  0.388
C  -5.934  2.729  -4.580  -0.597
C  -6.080  3.998  -3.729  -0.633
C  -5.785  3.611  -2.274  -0.657
S  -4.662  2.209  -2.348  1.124
O  -5.323  1.053  -1.809  -0.682
O  -3.358  2.610  -1.875  -0.671
C  -4.630  2.074  -4.133  -0.744
H  -5.919  2.954  -5.645  0.358
H  -6.772  2.056  -4.390  0.289
H  -5.359  4.746  -4.065  0.304
H  -7.072  4.436  -3.823  0.324
H  -5.307  4.413  -1.718  0.291
H  -6.681  3.282  -1.751  0.394
H  -4.546  1.026  -4.410  0.396
H  -3.763  2.628  -4.490  0.395
C  -1.716  -3.391  0.438  -0.047
C  -2.793  -2.398  -0.020  -0.059
C  -2.261  -1.699  -1.277  -0.547
S  -1.138  -2.863  -2.065  1.131
O  0.196  -2.316  -2.020  -0.584
O  -1.706  -3.332  -3.304  -0.722
C  -1.271  -4.139  -0.817  -0.920
H  -2.093  -4.075  1.196  0.385
H  -0.871  -2.846  0.866  -0.073
H  -3.710  -2.941  -0.260  0.421
H  -3.032  -1.675  0.757  -0.368
H  -3.051  -1.449  -1.979  0.342
H  -1.690  -0.806  -1.030  0.294
H  -0.312  -4.642  -0.714  0.461
H  -2.030  -4.846  -1.151  0.383
C  -2.631  -1.678  5.289  -0.540
C  -2.212  -0.218  5.516  -0.798
C  -1.883  0.385  4.144  -0.350
S  -2.884  -0.518  2.952  1.210
O  -2.009  -1.266  2.082  -0.484
O  -3.913  0.340  2.425  -0.792
C  -3.618  -1.654  4.125  -0.815
H  -3.079  -2.114  6.180  0.394
H  -1.758  -2.277  5.023  0.264
H  -3.038  0.331  5.972  0.311
H  -1.360  -0.142  6.188  0.367
H  -2.134  1.440  4.087  0.300
H  -0.839  0.237  3.875  0.149
H  -3.759  -2.621  3.648  0.331
H  -4.579  -1.238  4.425  0.381

Calculated values
LUMO energy: 0.5 eV
Largest force on an atom: 2.88 eV/Å
Multiplicity: 1
E_HOMO: -9.15 eV